21
Properties=species:S:1:pos:R:3:forces:R:3 method="wB97M-V/def2-TZVPD" smiles="c1ccccc1.CC(N)=O" relative_energy_ev=1.3737 fmax_ev_per_a=5.07 lumo_ev=0.74 homo_energy_ev=-9.2 orbital_gap_ev=9.89
C 1.621 -2.472 0.639 -0.11 -1.08 -0.72
C 0.645 -1.523 0.851 -0.47 0.05 -0.86
C -0.384 -1.441 -0.071 -1.31 -0.51 -1.12
C -0.492 -2.364 -1.155 0.14 0.50 0.38
C 0.465 -3.356 -1.326 1.10 1.65 2.24
C 1.566 -3.380 -0.437 -1.25 0.74 0.39
H 2.367 -2.598 1.385 0.79 0.00 0.32
H 0.696 -0.853 1.693 -0.01 0.09 0.13
H -1.217 -0.730 0.041 0.66 -0.17 0.03
H -1.302 -2.314 -1.903 0.28 0.17 0.73
H 0.372 -4.075 -2.067 -0.10 -1.15 -1.39
H 2.320 -4.136 -0.504 0.31 -0.31 -0.16
C -0.968 4.132 -0.428 1.76 2.14 0.38
C -0.217 3.147 0.508 -1.56 -2.75 0.05
N -0.923 2.011 0.977 2.84 -0.61 3.71
O 0.940 3.129 0.839 0.73 1.81 -0.43
H -0.460 5.139 -0.158 -0.67 -1.50 -0.60
H -2.029 4.340 -0.160 0.66 -0.84 -0.49
H -0.735 3.998 -1.543 -0.62 -0.19 1.75
H -0.389 1.572 1.960 -2.23 1.67 -4.23
H -1.875 1.774 0.862 -0.94 0.28 -0.11